{"formula": "C3H7NO2", "method": "the ωB97M-V functional and the def2-TZVPD basis", "max_force_ha_per_bohr": 0.0096, "e_lumo_ha": 0.032, "multiplicity": 1, "smiles": "COC(=O)CN", "species": ["C", "O", "C", "O", "C", "N", "H", "H", "H", "H", "H", "H", "H"], "xyz": [[2.17030, 0.39863, 0.12695], [1.04709, -0.34851, 0.61641], [0.03689, -0.36549, -0.26482], [0.15666, 0.02532, -1.40614], [-1.31740, -0.76452, 0.29205], [-2.29469, 0.25231, -0.09355], [2.96105, 0.32864, 0.87263], [1.85713, 1.43809, -0.00458], [2.49848, 0.01367, -0.83914], [-1.29173, -0.86588, 1.37937], [-1.60382, -1.74122, -0.11788], [-2.15118, 1.07707, 0.48227], [-2.06877, 0.55191, -1.04358]], "forces_ev_per_a": [[0.25, 0.12, -0.06], [-0.17, 0.06, -0.07], [-0.07, 0.22, -0.44], [0.01, -0.21, 0.42], [0.06, -0.12, 0.11], [0.03, 0.13, -0.09], [-0.17, -0.08, -0.04], [0.16, -0.10, 0.00], [0.04, 0.00, 0.16], [0.08, 0.03, -0.15], [0.07, 0.21, -0.03], [-0.09, -0.08, 0.01], [-0.21, -0.18, 0.17]]}